{
  "formula": "C33H41BrN4O3P2Tc",
  "method": "the ωB97M-V functional and the def2-TZVPD basis",
  "elements": ["Tc", "Br", "P", "P", "O", "O", "O", "N", "N", "N", "N", "C", "C", "C", "C", "C", "C", "C", "C", "C", "C", "C", "C", "C", "C", "C", "C", "C", "C", "C", "C", "C", "C", "C", "C", "C", "C", "C", "C", "C", "C", "C", "C", "C", "H", "H", "H", "H", "H", "H", "H", "H", "H", "H", "H", "H", "H", "H", "H", "H", "H", "H", "H", "H", "H", "H", "H", "H", "H", "H", "H", "H", "H", "H", "H", "H", "H", "H", "H", "H", "H", "H", "H", "H", "H"],
  "positions_angstrom": [[-0.736116, -0.003001, 0.311987], [2.526841, -2.204071, 6.568605], [-1.647191, 3.066004, -1.004884], [-1.036268, -1.666696, -1.410248], [-1.417831, 1.572717, -0.668261], [-1.552154, 0.417922, 2.297432], [-0.004073, -1.057666, 1.856641], [-0.968562, -0.042230, 6.421306], [-0.974928, 3.546113, -2.396916], [-0.972505, 3.959857, 0.174470], [-3.250830, 3.266571, -1.195739], [-0.669375, -0.375617, 2.760873], [-1.920556, -3.366149, 0.543409], [0.649281, -2.071513, -1.834825], [1.050683, -3.252653, -2.454023], [-0.358466, -0.515308, 4.164997], [1.074560, 0.130547, -0.730991], [-1.200936, 0.054830, 5.118950], [-1.916875, -0.899527, -2.768029], [-0.340756, 3.467130, 1.392472], [1.018153, -1.301324, 5.920943], [3.334809, -2.552228, -2.189898], [1.573032, -1.137143, -1.376745], [-4.057804, -0.788445, -1.364725], [-1.237721, -0.717971, -3.973574], [-1.904284, -3.131738, -0.838037], [-3.277244, -0.572033, -2.638270], [-1.470972, 3.049169, -3.685699], [-2.567939, -4.467472, 1.067945], [-3.922296, -0.070339, -3.762999], [-3.206465, -5.346078, 0.203818], [-3.257770, 0.081644, -4.974735], [0.326682, 4.218625, -2.486727], [-1.301742, 5.392482, 0.212403], [-2.544281, -4.013843, -1.722551], [0.124144, -0.703806, 6.808893], [2.403218, -3.482534, -2.641472], [-1.912927, -0.239357, -5.083982], [-2.623495, -3.843451, -3.221625], [-4.166891, 2.714431, -0.192621], [-3.837799, 4.380533, -1.950358], [-3.185415, -5.117147, -1.162126], [0.774460, -1.218158, 4.572372], [2.926898, -1.387653, -1.553236], [-2.448321, 2.586083, -3.573715], [-4.975403, 0.178614, -3.696446], [-4.256643, 5.125325, -1.270583], [-1.832181, -3.227713, -3.642297], [0.997179, 3.631713, -3.116619], [0.327911, -3.995644, -2.765560], [-2.580502, -4.818300, -3.705265], [-0.782862, 2.308799, -4.096418], [0.301032, -0.765954, 7.876107], [0.778492, 4.329485, -1.506070], [-2.571676, -4.642801, 2.135276], [4.391947, -2.745637, -2.319845], [-3.686840, 1.931429, 0.389040], [-3.681686, -5.814619, -1.827080], [0.214383, 5.206342, -2.935966], [-4.640463, 4.007492, -2.587986], [-0.992910, 3.588931, 2.259579], [-1.551112, 3.875675, -4.393906], [-4.506796, 3.495803, 0.490715], [-2.090630, 0.594376, 4.815364], [-1.695785, 5.724286, -0.746539], [-5.004086, -0.252530, -1.397233], [-0.191569, -0.992012, -4.052684], [0.586437, 4.013517, 1.573641], [-3.094689, 4.861842, -2.578371], [1.766657, 0.495861, 0.037824], [-0.094185, 2.412834, 1.308671], [-3.717351, -6.217099, 0.594320], [-0.399697, 5.968637, 0.421122], [-3.573493, -3.383413, -3.505069], [-2.039673, 5.605257, 0.988946], [-4.280291, -1.844659, -1.206139], [-3.520367, -0.440910, -0.474534], [-3.797841, 0.449497, -5.838499], [-5.041128, 2.290332, -0.688330], [0.915875, 0.926329, -1.462314], [1.438067, -1.680920, 3.854447], [3.663604, -0.681001, -1.190000], [-1.403607, -2.697673, 1.216383], [-1.395754, -0.126351, -6.027892], [2.733361, -4.395445, -3.118895]],
  "forces_ev_per_a": [[-0.109, 0.486, -0.119], [0.038, -0.029, 0.043], [0.056, -0.151, -0.106], [-0.001, -0.125, 0.051], [-0.180, -0.004, 0.238], [0.366, -0.132, -0.094], [-0.049, 0.174, 0.238], [0.211, -0.120, -0.104], [0.149, -0.046, -0.218], [-0.002, 0.049, 0.335], [-0.212, 0.045, 0.033], [-0.027, -0.074, -0.429], [0.021, -0.061, -0.056], [0.009, -0.055, 0.063], [0.043, 0.006, -0.025], [-0.125, -0.014, 0.034], [-0.144, -0.173, 0.004], [0.035, 0.029, 0.179], [-0.025, 0.081, -0.051], [-0.017, 0.123, -0.041], [0.029, -0.017, 0.117], [-0.010, 0.002, 0.008], [0.087, 0.198, 0.096], [0.094, 0.032, -0.048], [-0.027, 0.030, 0.008], [-0.085, 0.102, 0.123], [0.008, 0.032, 0.044], [0.015, 0.067, 0.032], [-0.019, -0.006, -0.044], [-0.015, -0.017, -0.043], [-0.002, -0.019, -0.019], [-0.053, 0.009, 0.018], [-0.045, -0.059, -0.037], [0.064, -0.053, 0.028], [-0.085, -0.001, -0.066], [-0.236, 0.146, 0.004], [0.009, 0.013, 0.004], [0.031, 0.028, -0.010], [0.065, -0.076, 0.052], [-0.004, 0.003, -0.054], [-0.004, -0.071, 0.002], [-0.028, -0.065, -0.029], [0.012, -0.085, -0.115], [0.071, -0.038, -0.042], [-0.005, -0.015, 0.032], [0.028, 0.005, -0.002], [0.005, 0.002, 0.016], [0.004, -0.125, 0.028], [0.014, -0.012, 0.017], [-0.045, 0.012, 0.004], [-0.022, -0.016, 0.018], [0.027, -0.007, 0.006], [-0.010, 0.009, 0.002], [-0.023, 0.008, 0.026], [0.004, 0.010, -0.017], [-0.027, 0.001, -0.004], [0.033, -0.024, -0.001], [0.015, 0.006, 0.027], [-0.032, -0.005, -0.026], [-0.008, -0.018, 0.012], [-0.026, 0.000, -0.004], [-0.018, 0.009, 0.019], [0.005, 0.009, 0.010], [0.016, -0.008, 0.003], [0.003, -0.018, -0.009], [-0.001, 0.025, -0.021], [-0.020, 0.021, -0.002], [0.000, 0.003, -0.011], [0.024, -0.008, -0.014], [-0.017, -0.013, 0.032], [0.060, -0.061, -0.045], [0.009, 0.027, -0.020], [0.007, -0.005, -0.006], [0.013, 0.017, 0.003], [0.002, -0.016, -0.001], [-0.006, -0.014, -0.015], [0.017, 0.001, -0.033], [0.010, -0.013, 0.026], [0.012, 0.005, -0.009], [0.052, 0.003, -0.052], [-0.017, 0.027, -0.016], [-0.019, -0.017, -0.013], [0.029, 0.004, 0.001], [-0.007, 0.002, 0.019], [0.003, 0.024, 0.013]],
  "orbital_gap_ev": [6.91, 6.59],
  "lumo_energy_ev": [-6.898, -7.218],
  "spin_multiplicity": 4,
  "homo_ev": [-13.806, -13.806],
  "s_squared": 3.794,
  "total_charge": 2
}

=====

{
  "formula": "C33H41ClFN2O5P2SiSn",
  "method": "the ωB97M-V functional and the def2-TZVPD basis",
  "elements": ["Sn", "Cl", "P", "P", "Si", "F", "O", "O", "O", "O", "O", "N", "N", "C", "C", "C", "C", "C", "C", "C", "C", "C", "C", "C", "C", "C", "C", "C", "C", "C", "C", "C", "C", "C", "C", "C", "C", "C", "C", "C", "C", "C", "C", "C", "C", "C", "H", "H", "H", "H", "H", "H", "H", "H", "H", "H", "H", "H", "H", "H", "H", "H", "H", "H", "H", "H", "H", "H", "H", "H", "H", "H", "H", "H", "H", "H", "H", "H", "H", "H", "H", "H", "H", "H", "H", "H", "H"],
  "positions_angstrom": [[-1.065025, -0.147958, -1.085435], [-4.541379, 1.136663, -1.738934], [0.606695, -2.986184, 0.214012], [2.756327, -0.894121, -0.927626], [-0.298145, 3.184892, 0.288361], [-3.336322, -7.100968, 1.461215], [-2.274037, -1.870610, -0.432470], [-6.022889, -2.728228, -0.284915], [-1.925183, -2.316899, -2.649847], [-5.571113, -6.112454, 2.777956], [-0.907051, 1.728322, 0.226958], [-5.649220, -4.328840, 1.353793], [-4.153807, -4.035968, -0.325745], [-1.681919, 4.434316, 0.824985], [-2.904229, 0.713787, -2.350161], [-5.357341, -3.675311, 0.164425], [3.500466, -1.172080, -2.588054], [2.365927, -3.301082, 0.545143], [-1.338542, 5.895544, 1.243640], [1.879224, 4.540777, 1.565217], [1.814392, 3.204868, -3.962664], [-3.546573, -5.229799, -0.016369], [-2.598474, 4.514131, -0.408653], [3.127589, 3.734833, 3.450930], [-3.690814, -3.451410, -1.579304], [-2.485370, -2.432907, -1.545169], [0.565983, 3.521879, -1.403277], [-2.319462, 3.699873, 2.015812], [0.457313, 3.014706, -3.796333], [-0.149679, 3.229120, -2.567634], [2.935886, 4.722869, 2.437237], [1.513078, 2.310774, 2.389699], [4.154537, -4.477671, 1.571496], [-0.087158, -2.868590, 1.926810], [4.631061, -2.748093, -0.045505], [2.813610, -4.305171, 1.367468], [-0.012625, -4.604930, -0.325679], [5.090059, -3.743040, 0.780969], [2.351299, 2.587001, 3.459377], [1.131155, 3.365193, 1.533501], [-5.083667, -5.504676, 1.844326], [-3.888604, -5.937382, 1.091050], [3.966996, 0.297007, -0.186640], [3.302599, -2.450713, -0.140393], [2.599309, 3.629566, -2.838726], [1.955243, 3.757064, -1.605526], [-0.188024, 2.730053, -4.636346], [2.088276, -4.945359, 1.846811], [6.142153, -3.978181, 0.747813], [-1.179343, -2.678038, 1.800037], [-0.984771, 5.984895, 2.267386], [0.328061, -1.943620, 2.382186], [-1.232408, 3.156258, -2.558862], [3.356826, -2.249123, -2.914535], [1.013946, 1.387270, 2.203543], [3.675455, 3.766198, -2.961159], [3.889101, 0.502291, 0.935252], [-2.969241, -0.110897, -3.090572], [3.016010, -0.426806, -3.293101], [2.567331, 4.124121, -0.807177], [-2.285564, 6.472134, 1.266852], [4.591875, -0.926066, -2.570424], [5.338030, -2.158003, -0.644762], [-3.154404, 4.300966, 2.396466], [0.771817, -5.060487, -0.978973], [-4.548982, -2.919623, -1.983453], [1.660974, 5.293857, 0.826699], [3.928629, 3.853420, 4.184388], [-3.386973, -4.258593, -2.202550], [5.008830, 0.099948, -0.445791], [-2.812973, -5.526013, -0.755298], [-2.540481, 1.596617, -2.853521], [-0.647477, 6.389732, 0.546512], [-0.144347, -5.250336, 0.535564], [4.530312, -5.256463, 2.237497], [-3.598826, 4.905560, -0.162094], [2.333307, 2.991905, -4.954950], [3.698515, 1.309447, -0.557296], [-6.540950, -4.073290, 1.736719], [-2.777854, 2.733238, 1.714820], [-1.612633, 3.486209, 2.793283], [2.484034, 1.855497, 4.277787], [-0.967294, -4.532668, -0.871365], [-2.831174, 3.509491, -0.886977], [-2.211986, 5.203658, -1.162941], [0.075033, -3.780117, 2.469087], [3.487048, 5.622819, 2.394128]],
  "forces_ev_per_a": [[0.367, 2.161, -0.624], [0.079, -0.200, 0.071], [-0.606, 1.209, -0.076], [-0.443, 0.245, 0.268], [0.686, 0.792, 0.050], [0.007, 0.288, -0.299], [-0.159, 0.233, 0.129], [0.737, -2.109, 0.871], [-0.121, 0.378, 1.377], [0.165, 0.305, -0.295], [-0.435, -1.093, -0.119], [-0.377, -0.311, -0.408], [1.079, -0.607, -1.429], [0.698, -0.086, -0.427], [0.863, -1.119, 0.222], [-0.828, 2.697, 0.506], [0.367, 0.424, -0.950], [0.464, 1.328, -1.268], [-0.594, -0.361, -0.236], [-0.002, -0.085, 0.021], [1.876, -0.065, -0.098], [-0.064, -0.822, 1.349], [-1.093, -0.946, -0.225], [0.254, 1.195, -0.718], [0.075, 1.222, 0.325], [-1.362, -1.833, -0.976], [0.517, 0.226, -0.512], [-1.443, -0.250, -1.042], [-0.231, 0.222, -0.660], [-0.183, -0.021, 0.159], [-0.792, -1.827, 1.231], [-1.021, 1.729, -0.240], [2.145, -0.205, -0.779], [-0.679, 1.183, -0.984], [1.193, 0.317, -0.433], [-0.173, -0.091, 0.277], [0.563, -0.856, -0.413], [-0.905, -0.961, 0.783], [0.816, -0.957, 0.259], [0.374, -0.807, -0.213], [0.219, -0.414, 0.277], [-0.555, 0.853, -0.742], [-0.157, 1.285, 0.996], [-1.722, -0.653, 1.164], [-1.506, -0.810, -1.097], [-0.233, 0.139, -0.418], [0.394, 0.084, 0.227], [-0.014, -0.113, 0.246], [0.143, -0.104, 0.455], [0.682, -0.274, 0.139], [0.507, -0.244, 0.048], [-0.092, -0.813, 0.034], [0.104, -0.199, 0.315], [0.021, 1.431, 0.243], [-0.285, -0.737, 0.433], [-0.338, 0.126, 0.183], [-0.075, -0.929, -1.318], [-0.399, 0.616, 0.290], [0.513, -1.113, 0.569], [0.170, -0.202, 0.576], [0.273, -0.141, -0.271], [-0.682, -0.376, -0.113], [-0.146, -0.301, 0.334], [0.114, 0.092, 0.269], [-0.755, 0.286, 0.312], [0.140, 0.058, -0.315], [-0.105, 0.406, -0.031], [-0.380, 0.094, -0.068], [0.066, -0.452, -0.834], [0.053, -0.024, 0.066], [0.157, -0.243, 0.481], [0.099, 0.211, -0.178], [-0.139, -0.085, 0.208], [-0.135, -0.429, 0.139], [-0.141, 0.191, -0.141], [0.126, 0.049, 0.244], [-0.855, 0.386, 1.397], [0.152, -0.545, -0.273], [-0.232, 0.021, 0.309], [0.437, 0.514, 0.014], [0.430, 0.061, 0.556], [0.061, 0.331, -0.634], [0.569, 0.157, 0.152], [0.526, 1.026, 0.547], [0.245, -0.184, -0.042], [0.158, -0.273, 0.679], [0.767, 0.697, 0.100]],
  "orbital_gap_ev": 6.53,
  "lumo_energy_ev": 2.292,
  "homo_ev": -4.235,
  "total_charge": -1
}